# 1
Entry from the Open Molecules 2025 dataset: C33H27BrIN7O4Ti as an isolated structure at a distorted geometry (wB97M-V/def2-TZVPD).

Multiplicity = 3
Energy relative to the best compared isomer or geometry (same formula, charge and spin) = 37.9 kcal per mole
<S²> = 2.0174
Orbital gap (alpha / beta) = 6.465 / 7.330 eV

Each line ends with the Löwdin charge.
Geometry (Å):
Ti1 -0.463488 0.593103 -0.039651  0.63
C1 1.253653 2.579847 -1.863019  -0.09
N1 -0.190174 2.455981 -1.620458  -0.10
C2 -0.825969 3.614837 -0.999188  -0.16
C3 -0.680802 3.517056 0.480268  -0.31
N2 -0.527485 2.380379 1.085818  0.06
C4 -0.301396 2.689048 2.440571  -0.18
C5 -0.005278 1.872560 3.527293  -0.01
C6 0.186675 2.486427 4.746788  -0.07
C7 0.087636 3.881055 4.896480  -0.08
C8 -0.192474 4.699782 3.821657  -0.02
C9 -0.372041 4.067478 2.597537  -0.17
N3 -0.608976 4.559846 1.315328  0.19
C10 2.069025 1.884720 -0.808954  -0.28
N4 1.614422 1.054588 0.093908  0.08
C11 2.733360 0.566743 0.776210  -0.20
C12 2.810242 -0.346340 1.819676  -0.02
C13 4.065160 -0.636298 2.309471  -0.08
C14 5.220813 -0.039674 1.770634  -0.09
C15 5.148406 0.863365 0.728799  -0.02
C16 3.875262 1.149970 0.250508  -0.17
N5 3.410146 1.986361 -0.762954  0.19
H1 1.575340 3.621144 -1.941435  0.13
H2 1.486717 2.076708 -2.794388  0.12
H3 -0.687830 2.188788 -2.456552  0.10
H4 -1.883914 3.591094 -1.253151  0.07
H5 -0.402208 4.560218 -1.343729  0.13
H6 0.048958 0.800341 3.411831  0.10
H7 0.413481 1.876547 5.613119  0.11
H8 0.234334 4.324813 5.874087  0.10
H9 -0.260906 5.776331 3.929057  0.11
H10 -0.756383 5.519242 1.056397  0.17
H11 1.911746 -0.815616 2.204585  0.11
H12 4.166485 -1.339379 3.126940  0.10
H13 6.189743 -0.296984 2.177448  0.10
H14 6.036779 1.320857 0.309659  0.11
H15 3.970952 2.512299 -1.409486  0.17
O1 3.656668 -3.702759 -4.509698  0.11
C17 2.557067 -3.094804 -3.982622  -0.47
O2 1.671601 -2.753496 -4.702100  0.15
C18 2.519476 -3.006058 -2.499580  -0.07
C19 3.087211 -3.866977 -1.596126  -0.03
N6 2.705795 -3.443041 -0.376867  0.02
N7 1.913508 -2.365871 -0.414724  0.14
C20 1.784967 -2.092921 -1.694923  -0.13
C21 1.069899 -0.847154 -2.112924  -0.50
O3 1.582394 -0.164514 -2.970588  0.10
O4 -0.036185 -0.539886 -1.467745  -0.18
H16 4.310620 -3.854017 -3.818822  0.09
H17 3.692220 -4.752177 -1.723738  0.13
H18 2.915958 -3.857689 0.512213  0.16
C22 -2.542683 -2.551312 3.168833  -0.12
C23 -1.705855 -3.009144 2.160360  -0.14
C24 -1.067462 -2.109511 1.308445  -0.16
C25 -1.219671 -0.714039 1.418039  -0.31
C26 -2.098919 -0.299238 2.438642  -0.19
C27 -2.743435 -1.180252 3.296250  -0.10
H19 -3.046416 -3.248189 3.831400  0.09
H20 -1.563811 -4.076499 2.019629  0.09
H21 -0.447273 -2.515769 0.523298  0.06
H22 -2.329380 0.754355 2.553505  0.08
H23 -3.419328 -0.798836 4.055891  0.10
Br1 -4.488812 -2.858013 -0.251731  0.73
C28 -4.920615 -2.401215 -2.045084  -0.72
C29 -5.659042 -3.281136 -2.829158  -0.14
C30 -5.952023 -2.930566 -4.143775  -0.10
C31 -5.514214 -1.717832 -4.671239  -0.10
C32 -4.775395 -0.839958 -3.878614  -0.13
C33 -4.504955 -1.218061 -2.582972  -0.20
I1 -3.090860 0.920198 -0.940980  0.50
H24 -5.994842 -4.223700 -2.414961  0.09
H25 -6.526577 -3.612671 -4.760369  0.10
H26 -5.745837 -1.455784 -5.698174  0.10
H27 -4.423815 0.111276 -4.270063  0.09

Cartesian forces (eV/Å) of the 3 atoms listed first:
Ti -1.3852 -0.1900 -0.8098
C -0.2346 -0.0442 0.2232
N 0.5686 0.1324 0.5136

=====

# 2
Entry from the Open Molecules 2025 dataset: C33H27Cl2CsIN6O2 as an isolated structure at a distorted geometry (wB97M-V/def2-TZVPD).

Energy relative to the best compared isomer or geometry (same formula, charge and spin) = 9.1 kcal per mole
Net charge = -1
Orbital gap = 5.901 eV

Each line ends with the Löwdin charge.
Geometry (Å):
Cs1 -0.593385 0.079945 0.593633  1.25
C1 4.268657 -2.326338 3.838516  -0.13
C2 4.811717 -1.073969 3.581805  -0.13
C3 4.011170 -0.033537 3.143848  -0.08
C4 2.628744 -0.208113 2.955172  -0.31
C5 2.097662 -1.483469 3.208366  -0.03
C6 2.905309 -2.517900 3.648332  -0.11
N1 1.810870 0.781330 2.453091  0.03
C7 1.776755 1.996612 2.945414  -0.25
C8 2.387642 2.357005 4.208177  -0.03
C9 2.322866 3.613410 4.712464  -0.10
C10 1.642891 4.651276 4.016327  -0.12
C11 1.028189 4.365792 2.840680  -0.04
C12 1.050392 3.058899 2.266120  -0.24
N2 0.394284 2.758979 1.126125  -0.06
N3 -0.182203 3.753525 0.545810  0.02
C13 -0.898395 3.524689 -0.605233  -0.35
C14 -1.544576 4.670086 -1.119258  -0.03
C15 -2.297317 4.574019 -2.264852  -0.09
C16 -2.399433 3.338352 -2.899929  -0.09
C17 -1.732535 2.267157 -2.332093  -0.17
N4 -1.003865 2.337018 -1.223675  -0.01
H1 4.894600 -3.138051 4.188400  0.09
H2 5.875847 -0.907411 3.708313  0.09
H3 4.445984 0.934171 2.923508  0.11
H4 1.032026 -1.637746 3.080995  0.10
H5 2.467669 -3.489468 3.847672  0.10
H6 2.879925 1.574251 4.767653  0.10
H7 2.783888 3.831704 5.669613  0.10
H8 1.593249 5.645591 4.442143  0.08
H9 0.478519 5.120475 2.297148  0.09
H10 -1.427705 5.599671 -0.580159  0.10
H11 -2.805397 5.442909 -2.665124  0.10
H12 -2.980964 3.215186 -3.803345  0.09
H13 -1.782583 1.287476 -2.801120  0.11
Cl1 -4.254066 -1.691143 3.800628  0.66
C18 -3.666294 -2.801728 2.598990  -0.60
C19 -4.061847 -4.129591 2.676319  -0.15
C20 -3.629616 -5.035670 1.738614  -0.63
Cl2 -4.163439 -6.698584 1.862247  0.62
C21 -2.780581 -4.640704 0.690332  -0.19
C22 -2.305708 -5.512255 -0.313890  -0.04
C23 -1.487345 -5.034938 -1.299303  -0.07
C24 -1.128644 -3.677840 -1.275174  -0.16
N5 -1.539797 -2.838858 -0.356537  0.08
C25 -2.363687 -3.275593 0.619076  -0.15
C26 -2.820166 -2.279152 1.588866  -0.47
O1 -2.483560 -1.070030 1.510500  -0.49
H14 -4.716820 -4.443437 3.477240  0.10
H15 -2.605708 -6.551324 -0.289541  0.08
H16 -1.123569 -5.682790 -2.086775  0.09
H17 -0.488650 -3.269821 -2.052486  0.09
C27 2.974213 2.411018 -1.058952  -0.08
C28 2.343171 1.835035 -2.314357  -0.32
O2 2.003152 0.464468 -2.177614  -0.12
H18 3.112919 3.488896 -1.171707  0.08
H19 3.948167 1.953742 -0.868169  0.03
H20 2.328820 2.230500 -0.200357  0.05
H21 3.020748 1.975336 -3.169082  0.10
H22 1.410480 2.356070 -2.535342  0.09
H23 2.747113 -0.006627 -1.776473  0.03
I1 5.836917 -0.689990 -0.231711  0.90
C29 4.573054 -2.307221 -0.703287  -0.76
C30 5.015369 -3.605750 -0.500488  -0.13
C31 4.154914 -4.630483 -0.862919  -0.07
C32 2.919844 -4.320476 -1.413596  -0.05
C33 2.587966 -2.985687 -1.572862  -0.11
N6 3.404968 -1.995100 -1.218608  0.02
H24 5.987785 -3.801669 -0.074355  0.09
H25 4.455191 -5.659979 -0.715752  0.11
H26 2.223255 -5.096228 -1.700387  0.10
H27 1.641413 -2.676945 -1.998080  0.10

Cartesian forces (eV/Å) of the 3 atoms listed first:
Cs 2.1958 0.3760 -0.9506
C 0.0224 -0.0264 0.0431
C 0.0230 -0.0141 -0.0397

=====

# 3
Entry from the Open Molecules 2025 dataset: C33H27F6IN5O6PS2Ta as an isolated structure at a distorted geometry (wB97M-V/def2-TZVPD).

Energy relative to the best compared isomer or geometry (same formula, charge and spin) = 28.7 kcal per mole
Net charge = +3
Orbital gap = 6.729 eV

Each line ends with the Löwdin charge.
Geometry (Å):
Ta1 -0.426093 -0.089655 0.300662  1.68
C1 3.228008 -0.088129 -2.338487  0.02
C2 2.765052 -1.460388 -1.981639  -0.24
N1 3.295174 -2.518272 -2.589074  0.17
C3 2.905386 -3.747695 -2.271907  -0.03
C4 1.967295 -4.060248 -1.291200  -0.09
C5 1.635804 -5.498873 -1.004526  -0.16
O1 0.260060 -5.605836 -0.647533  -0.06
C6 1.374866 -2.969373 -0.633924  -0.06
C7 0.478820 -3.135989 0.490483  -0.01
N2 -0.301571 -2.268211 1.073947  -0.02
C8 -1.146447 -2.852247 2.105515  -0.31
C9 -1.518538 -4.197333 2.067629  -0.01
C10 -2.310445 -4.733988 3.068915  -0.01
C11 -2.772553 -3.944734 4.111007  -0.02
C12 -2.471939 -2.592679 4.132062  -0.11
C13 -1.671304 -2.073385 3.127047  -0.58
I1 -1.331258 -0.023110 3.109087  1.36
C14 1.783672 -1.695821 -1.028532  -0.21
O2 1.179188 -0.681390 -0.363376  -0.26
H1 3.998657 -0.160002 -3.101167  0.10
H2 3.640959 0.418869 -1.464768  0.09
H3 2.407443 0.528569 -2.714126  0.08
H4 3.375915 -4.547383 -2.833694  0.14
H5 2.273451 -5.872949 -0.194948  0.15
H6 1.858318 -6.088690 -1.894782  0.14
H7 -0.045125 -6.499305 -0.840808  0.12
H8 0.492772 -4.136247 0.903102  0.13
H9 -1.227426 -4.832450 1.241052  0.11
H10 -2.583754 -5.779238 3.021111  0.13
H11 -3.390813 -4.369896 4.889458  0.13
H12 -2.864030 -1.961639 4.918354  0.12
N3 0.594054 2.802570 1.847211  -0.08
P1 -0.053058 2.564725 0.302444  0.99
C15 -1.327857 3.807487 0.159755  -0.34
C16 -0.879108 5.116364 -0.073514  -0.07
C17 -1.792302 6.153778 -0.135251  -0.03
C18 -3.150236 5.894492 0.009706  -0.02
C19 -3.596886 4.600407 0.237417  -0.03
C20 -2.688978 3.556892 0.321141  -0.08
C21 1.220104 2.949679 -0.907182  -0.36
C22 0.849673 3.219602 -2.227483  -0.10
C23 1.814883 3.589855 -3.148150  -0.04
C24 3.144638 3.705011 -2.758412  -0.03
C25 3.513817 3.448035 -1.445365  -0.05
C26 2.555501 3.063953 -0.518823  -0.08
C27 1.406867 1.825211 2.369465  -0.46
C28 2.261340 2.073691 3.442271  0.03
C29 3.057294 1.052267 3.901380  0.01
C30 3.005507 -0.190669 3.268124  -0.01
C31 2.138434 -0.359140 2.224013  -0.12
N4 1.313763 0.624709 1.768788  -0.13
H13 0.593993 3.724846 2.263017  0.14
H14 0.172491 5.326964 -0.226179  0.12
H15 -1.446902 7.163389 -0.310173  0.13
H16 -3.861636 6.706805 -0.054370  0.13
H17 -4.652970 4.400860 0.356081  0.13
H18 -3.051874 2.565477 0.544029  0.07
H19 -0.189853 3.183797 -2.528856  0.11
H20 1.528262 3.817361 -4.165998  0.12
H21 3.891302 4.014688 -3.477358  0.13
H22 4.544936 3.559663 -1.138441  0.12
H23 2.862495 2.885785 0.504272  0.10
H24 2.295933 3.059937 3.884590  0.14
H25 3.728101 1.218644 4.734058  0.14
H26 3.633808 -1.010076 3.584713  0.13
H27 2.081417 -1.310268 1.724025  0.10
F1 -3.404682 -2.328035 0.380165  0.17
C32 -4.388372 -1.601372 -0.114725  -0.68
F2 -4.917928 -2.188194 -1.154600  0.22
F3 -5.277198 -1.346554 0.805013  0.22
S1 -3.696982 0.061224 -0.686673  0.76
O3 -2.497678 0.328578 0.210736  -0.59
O4 -4.728511 1.010956 -0.594900  -0.16
N5 -3.138977 -0.152947 -2.172586  -0.23
S2 -1.629403 -0.440107 -2.213259  0.77
O5 -0.753215 0.691060 -1.765882  -0.42
O6 -1.201487 -1.515278 -1.267823  -0.36
C33 -1.248755 -0.882029 -4.020085  -0.67
F4 -1.990584 -1.909190 -4.321991  0.23
F5 0.030373 -1.168790 -4.046113  0.21
F6 -1.533065 0.171623 -4.733128  0.23

Cartesian forces (eV/Å) of the 3 atoms listed first:
Ta 1.2560 -0.0380 0.1300
C 0.0079 0.0815 0.0004
C -0.0837 -0.3035 -0.0113